{"formula": "C5H8O", "method": "ωB97M-V/def2-TZVPD", "elements": ["C", "C", "C", "O", "C", "C", "H", "H", "H", "H", "H", "H", "H", "H"], "positions_angstrom": [[0.3310, -1.0835, -0.4117], [1.2545, 0.1533, -0.2737], [0.4044, 1.1236, 0.5397], [-0.0961, 0.5153, 1.7336], [-0.9627, 0.6418, 0.6094], [-1.1046, -0.5452, -0.3015], [0.5035, -1.6332, -1.3407], [0.5078, -1.7641, 0.4246], [1.4845, 0.6101, -1.2432], [2.2160, -0.1209, 0.1840], [0.5235, 2.1951, 0.5214], [-1.7783, 1.3429, 0.7691], [-1.4551, -0.1577, -1.2700], [-1.8285, -1.2775, 0.0592]], "atomic_forces_ev_per_a": [[0.0, -0.1, 0.0], [-0.2, 0.1, 0.0], [0.3, -0.3, -0.3], [0.0, 0.0, 0.0], [-0.4, 0.2, -0.2], [-0.1, -0.1, 0.0], [0.0, 0.1, 0.1], [0.1, 0.1, -0.1], [-0.1, -0.1, 0.0], [-0.3, 0.3, 0.1], [0.6, 0.2, 0.4], [0.0, -0.2, -0.1], [0.0, -0.1, 0.2], [0.1, -0.1, -0.1]], "homo_ha": -0.3721, "total_charge": 0, "mol_weight_g_mol": 84.1, "gap_ev": 11.27, "total_energy_ev": -7361.1077, "e_lumo_ha": 0.0420}

***

{"formula": "C5H8O", "method": "ωB97M-V/def2-TZVPD", "elements": ["C", "C", "C", "C", "C", "O", "H", "H", "H", "H", "H", "H", "H", "H"], "positions_angstrom": [[1.4573, 0.1381, 0.6285], [1.6642, -0.9167, -0.3188], [0.2651, -0.8964, 0.4284], [-0.7632, -0.3431, -0.2655], [-1.3829, 0.5989, -1.1511], [-2.0867, -0.2609, -0.1825], [1.2383, 1.0982, 0.1418], [-0.2915, 1.3044, 2.0141], [2.1462, -1.8355, 0.0187], [1.6746, -0.8058, -1.4099], [0.0346, -1.6555, 1.1707], [-0.9849, 1.5815, 2.0066], [-1.4083, 1.6549, -0.8901], [-1.5628, 0.3378, -2.1909]], "atomic_forces_ev_per_a": [[0.1, 0.1, -0.2], [0.1, -0.1, -0.1], [-0.4, -0.2, 0.0], [0.0, 0.1, 0.1], [0.1, 0.2, -0.2], [0.0, -0.2, 0.1], [0.0, -0.1, 0.1], [-0.1, 0.1, 0.0], [-0.1, 0.1, 0.0], [-0.1, 0.0, 0.2], [0.1, 0.2, -0.1], [0.0, 0.0, 0.0], [0.1, -0.2, 0.0], [0.0, 0.0, 0.1]], "homo_ha": [-0.2749, -0.2749], "total_charge": 0, "mol_weight_g_mol": 84.1, "gap_ev": [8.05, 8.04], "total_energy_ev": -7355.5871, "e_lumo_ha": [0.0208, 0.0208]}

***

{"formula": "C5H8O", "method": "ωB97M-V/def2-TZVPD", "elements": ["C", "C", "C", "C", "C", "O", "H", "H", "H", "H", "H", "H", "H", "H"], "positions_angstrom": [[1.6892, -0.1441, 0.5877], [0.5140, 0.1318, -0.3115], [-0.3056, -0.8727, -1.0437], [-0.8841, -0.2004, 0.1800], [-1.7506, 0.9913, 0.2338], [-2.3147, 1.3456, 1.2440], [1.4838, -0.9851, 1.2571], [1.8687, 0.7384, 1.2122], [2.6011, -0.3537, 0.0209], [0.5648, 1.0927, -0.8239], [-0.0800, -1.9282, -0.9053], [-0.6624, -0.6207, -2.0402], [-0.9563, -0.8171, 1.0708], [-1.7677, 1.6223, -0.6818]], "atomic_forces_ev_per_a": [[0.1, -0.1, 0.0], [0.1, 0.1, 0.0], [0.0, -0.1, -0.1], [-0.1, 0.1, 0.3], [-0.1, 0.0, 0.2], [0.0, -0.1, -0.5], [0.1, 0.0, -0.1], [0.0, -0.2, -0.1], [-0.1, 0.0, 0.1], [0.0, -0.1, 0.1], [0.0, 0.2, 0.0], [0.0, 0.0, 0.2], [0.1, 0.1, -0.1], [-0.1, -0.1, 0.0]], "homo_ha": -0.3562, "total_charge": 0, "mol_weight_g_mol": 84.1, "gap_ev": 10.71, "total_energy_ev": -7361.0458, "e_lumo_ha": 0.0375}

***

{"formula": "C5H8O", "method": "ωB97M-V/def2-TZVPD", "elements": ["C", "C", "C", "C", "C", "O", "H", "H", "H", "H", "H", "H", "H", "H"], "positions_angstrom": [[1.2627, -0.6204, -0.3010], [0.6198, -1.6755, 0.5667], [0.3263, -0.1989, 0.8078], [-0.3175, 0.9464, 0.1093], [-1.6841, 1.2196, -0.3323], [-1.0941, 1.9190, 0.7610], [0.7280, -0.6518, -1.2519], [1.9173, 0.3145, -0.3629], [1.1368, -2.1393, 1.4002], [-0.0890, -2.3564, 0.0752], [0.8847, 0.1544, 1.6833], [0.6168, 1.3896, -0.5796], [-1.7808, 1.8019, -1.2460], [-2.5505, 0.6210, -0.0514]], "atomic_forces_ev_per_a": [[0.4, 0.7, -0.5], [0.1, 0.2, 0.4], [0.0, 0.1, -0.1], [1.2, 0.9, -1.3], [-0.2, 0.1, -0.2], [0.0, 0.1, 0.1], [-0.1, 0.2, 0.1], [1.1, -2.7, 0.3], [0.0, 0.1, 0.0], [0.4, 0.5, 0.0], [-0.1, -0.1, -0.3], [-3.0, 0.0, 1.6], [-0.2, 0.0, 0.1], [0.4, -0.2, -0.1]], "homo_ha": -0.3380, "total_charge": 0, "mol_weight_g_mol": 84.1, "gap_ev": 10.26, "total_energy_ev": -7357.2153, "e_lumo_ha": 0.0389}

***

{"formula": "C5H8O", "method": "ωB97M-V/def2-TZVPD", "elements": ["C", "C", "C", "C", "C", "O", "H", "H", "H", "H", "H", "H", "H", "H"], "positions_angstrom": [[-1.3183, -0.6977, -0.6021], [-0.3808, 0.4909, -0.6246], [-0.0558, 1.2697, 0.6036], [1.0122, 0.3959, -0.0146], [1.3812, -0.8762, 0.6535], [2.3418, -1.5437, 0.3495], [-1.4936, -1.0630, 0.4156], [-2.2896, -0.4296, -1.0279], [-0.9107, -1.5311, -1.1876], [-0.4029, 1.0591, -1.5521], [-0.4807, 0.9229, 1.5459], [0.0724, 2.3470, 0.5381], [1.8240, 0.8569, -0.5718], [0.7007, -1.2011, 1.4743]], "atomic_forces_ev_per_a": [[0.0, -0.1, 0.0], [-0.1, 0.0, -0.1], [0.0, 0.1, 0.1], [0.1, 0.0, -0.1], [0.2, -0.1, -0.1], [-0.3, 0.2, 0.2], [0.0, 0.1, -0.1], [0.1, 0.0, 0.1], [-0.1, 0.2, 0.1], [0.0, -0.1, 0.2], [0.1, 0.0, -0.2], [0.0, -0.2, 0.0], [-0.1, -0.1, 0.1], [0.1, 0.0, -0.1]], "homo_ha": -0.3585, "total_charge": 0, "mol_weight_g_mol": 84.1, "gap_ev": 10.81, "total_energy_ev": -7361.0960, "e_lumo_ha": 0.0389}

***

{"formula": "C5H8O", "method": "ωB97M-V/def2-TZVPD", "elements": ["C", "C", "C", "C", "C", "O", "H", "H", "H", "H", "H", "H", "H", "H"], "positions_angstrom": [[-1.7956, -0.1639, -0.6082], [-1.0931, 0.9611, -0.5479], [0.0237, 1.1953, 0.4573], [1.0982, 0.1987, 0.1313], [1.1980, -0.9687, 0.7654], [1.8132, -2.0772, 0.2668], [-1.6194, -0.9680, 0.1030], [-2.5453, -0.3520, -1.3686], [-1.2569, 1.7254, -1.3016], [-0.3464, 1.0276, 1.4754], [0.3712, 2.2329, 0.4053], [1.6063, 0.3285, -0.8245], [0.7537, -1.1507, 1.7419], [1.7924, -1.9890, -0.6955]], "atomic_forces_ev_per_a": [[0.0, 0.0, 0.1], [-0.2, -0.1, -0.1], [0.0, 0.1, 0.1], [0.0, -0.4, 0.1], [-0.2, 0.4, 0.1], [0.1, 0.0, -0.2], [0.0, 0.1, -0.1], [0.0, 0.2, 0.1], [0.0, 0.1, 0.1], [0.0, 0.0, -0.1], [0.0, -0.2, 0.0], [-0.1, -0.1, 0.1], [0.0, 0.0, -0.1], [0.3, -0.1, 0.2]], "homo_ha": -0.3176, "total_charge": 0, "mol_weight_g_mol": 84.1, "gap_ev": 9.69, "total_energy_ev": -7360.4895, "e_lumo_ha": 0.0383}